The following is a DFT calculation (ωB97M-V/def2-TZVPD) of the molecule C5H8O2.

Geometry (Å):
O  2.1882  0.1355  -0.3833
C  1.5769  -0.0431  0.8304
C  0.3566  0.4236  1.0763
C  -0.5015  1.0836  0.0304
C  -1.5209  0.0704  -0.5226
C  -0.8458  -1.2499  -0.8212
O  -1.2717  -2.3254  -0.4719
H  3.0576  -0.2779  -0.3651
H  2.1405  -0.6038  1.5746
H  0.1056  -1.1674  -1.3891
H  -0.0766  0.2166  2.0527
H  -1.0374  1.9473  0.4406
H  0.1296  1.4580  -0.7831
H  -1.9654  0.4527  -1.4507
H  -2.3359  -0.1202  0.1819

Values from the calculation:
spin multiplicity = 1
SMILES = O=CCC/C=C\O
ΔE to the lowest compared entry with this formula, charge and spin = 120.91 kJ/mol
E = -345.75891 hartree
total charge = 0
HOMO-LUMO gap = 9.69 eV

---

The following is a DFT calculation (ωB97M-V/def2-TZVPD) of the molecule C6H12O.

Geometry (Å):
C  1.4193  1.8558  -0.5611
C  0.7988  0.9820  0.5216
C  -0.7228  0.8273  0.2658
O  -1.2746  -0.2355  0.9670
C  -0.7624  -1.2361  0.1090
C  -1.8803  -1.7356  -0.8072
C  1.3575  -0.3525  0.6608
H  0.8474  2.7801  -0.7065
H  1.4244  1.3155  -1.5150
H  2.4518  2.1209  -0.3106
H  0.8204  1.4843  1.5049
H  -1.3240  1.7383  0.4105
H  -0.3361  -0.2642  -0.6677
H  -0.3249  -2.0790  0.6453
H  -2.6243  -2.2724  -0.2058
H  -1.4893  -2.4232  -1.5626
H  -2.3816  -0.9017  -1.3109
H  2.2551  -0.6204  0.1043
H  1.2198  -0.8650  1.6084

Values from the calculation:
spin multiplicity = 1
ΔE to the lowest compared entry with this formula, charge and spin = 588.70 kJ/mol
E = -310.83505 hartree
total charge = 0
HOMO-LUMO gap (alpha / beta) = 8.10 / 8.06 eV

---

The following is a DFT calculation (ωB97M-V/def2-TZVPD) of the molecule C22H23NO.

Geometry (Å):
O  1.3139  0.4999  -0.4615
H  2.1401  0.0077  -0.4167
C  0.8596  0.7509  0.8541
C  1.8078  1.6003  1.6816
C  2.3587  2.8232  1.3687
C  3.1877  3.4344  2.3010
C  3.4469  2.8312  3.5215
C  2.8984  1.5976  3.8377
C  2.0798  0.9791  2.9084
C  1.4120  -0.3152  2.9303
C  1.4049  -1.3131  3.8893
C  0.7209  -2.4882  3.6184
C  0.0652  -2.6657  2.4107
C  0.0623  -1.6651  1.4467
C  0.7275  -0.4894  1.7180
H  -0.4489  -1.8030  0.5071
H  -0.4509  -3.5941  2.2150
H  0.7053  -3.2783  4.3550
H  1.9247  -1.1822  4.8267
H  3.1089  1.1293  4.7876
H  4.0895  3.3273  4.2343
H  3.6336  4.3912  2.0723
H  2.1587  3.2911  0.4159
C  -0.4933  1.4915  0.7297
C  -1.4845  0.6966  0.0366
C  -2.2792  0.0263  -0.5623
C  -3.2416  -0.7974  -1.2870
N  -2.8942  -1.2070  -2.6325
C  -1.7653  -2.1064  -2.7556
C  -0.3988  -1.4116  -2.7829
C  -0.3783  -0.3608  -3.8890
C  -1.5318  0.6154  -3.6767
C  -2.8547  -0.1576  -3.6296
H  -3.6881  0.5259  -3.4478
H  -3.0174  -0.6384  -4.6027
H  -1.3851  1.1461  -2.7349
H  -1.5686  1.3480  -4.4855
H  -0.4868  -0.8480  -4.8626
H  0.5738  0.1730  -3.8790
H  -0.2073  -0.9198  -1.8291
H  0.3810  -2.1579  -2.9501
H  -1.8083  -2.8307  -1.9375
H  -1.8999  -2.6546  -3.6971
H  -4.1900  -0.2491  -1.3463
H  -3.4195  -1.7104  -0.7037
H  -0.3178  2.4152  0.1717
H  -0.8513  1.7426  1.7318

Values from the calculation:
spin multiplicity = 1
SMILES = OC1(CC#CCN2CCCCC2)c2ccccc2-c2ccccc21
ΔE to the lowest compared entry with this formula, charge and spin = 147.09 kJ/mol
E = -982.07923 hartree
total charge = 0
HOMO-LUMO gap = 8.65 eV

---

The following is a DFT calculation (ωB97M-V/def2-TZVPD) of a structure of composition C11H25CrN7S3.

Geometry (Å):
Cr  1.4179  0.5363  0.2898
C  -0.4054  -3.6201  1.9652
N  1.0262  -3.5248  1.7192
C  1.8009  -4.7640  1.7183
C  1.5142  -2.3897  1.1643
N  0.8024  -1.3738  0.7998
N  2.8962  -2.3562  1.0309
C  3.6537  -1.4310  0.3502
N  4.9703  -1.7262  0.2784
N  3.1333  -0.3860  -0.2040
H  -0.5882  -4.4554  2.6335
H  -0.9735  -3.7803  1.0435
H  -0.7633  -2.7204  2.4654
H  1.1855  -5.5536  2.1362
H  2.6842  -4.6974  2.3583
H  2.0987  -5.0587  0.7095
H  -0.1890  -1.5423  0.8989
H  3.4030  -3.0970  1.4816
H  5.3716  -2.4755  0.8139
H  5.6058  -1.0064  -0.0221
H  3.8103  0.2255  -0.6460
S  3.3679  4.0105  2.2693
C  2.6355  2.8121  1.4751
S  2.4671  2.5482  -0.2379
S  1.7536  1.4498  2.2199
C  -4.0977  3.3537  -1.1071
C  -2.8153  3.2770  -1.9253
N  -2.0408  2.0532  -1.6766
C  -2.4173  0.8684  -2.4502
C  -3.2617  -0.1354  -1.6682
C  -1.0398  2.0103  -0.7854
C  -0.7136  3.2392  0.0041
N  -0.3296  0.9238  -0.5773
H  -4.5761  4.3217  -1.2559
H  -3.8956  3.2351  -0.0418
H  -4.8075  2.5830  -1.4067
H  -2.1808  4.1388  -1.7437
H  -3.0482  3.2915  -2.9895
H  -1.5127  0.4007  -2.8491
H  -2.9743  1.2189  -3.3161
H  -2.7505  -0.4924  -0.7730
H  -3.4919  -0.9965  -2.2956
H  -4.2014  0.3139  -1.3520
H  -0.1139  3.9199  -0.6029
H  -0.1240  2.9657  0.8764
H  -1.6129  3.7547  0.3297
H  -0.6735  0.1311  -1.1050

Values from the calculation:
spin multiplicity = 2
ΔE to the lowest compared entry with this formula, charge and spin = 7.83 kJ/mol
E = -3056.32996 hartree
⟨S²⟩ = 0.772
total charge = +1
HOMO-LUMO gap (alpha / beta) = 7.11 / 7.43 eV

---

The following is a DFT calculation (ωB97M-V/def2-TZVPD) of a cluster of 11 separate species, C36H90N4O11 in total in a non-equilibrium geometry.

Geometry (Å):
C  -1.5573  6.6297  -0.0053
C  -0.5047  6.8405  1.1173
C  -1.3303  7.2054  2.3481
C  -0.5103  7.1537  3.6315
C  0.0521  5.7499  3.8075
C  0.8504  5.2576  2.5976
N  0.1099  5.5299  1.3405
O  0.9006  5.1939  0.2066
C  2.2832  5.8480  2.5969
C  0.9343  3.7358  2.6985
C  0.4004  7.9821  0.6359
H  -1.0813  6.3362  -0.9425
H  -2.1413  7.5420  -0.1360
H  -2.2670  5.8559  0.2995
H  -1.7932  8.1830  2.2242
H  -2.0958  6.4317  2.4664
H  -1.1257  7.4438  4.4838
H  0.3434  7.8400  3.5853
H  -0.6937  5.0118  4.1114
H  0.7598  5.7808  4.6423
H  2.7055  5.8927  3.5963
H  2.9175  5.1878  1.9949
H  2.3380  6.8298  2.1279
H  -0.0518  3.3109  2.5119
H  1.6357  3.2871  1.9930
H  1.2437  3.4405  3.7063
H  -0.1884  8.8307  0.2884
H  0.9028  7.6300  -0.2703
H  1.1301  8.3191  1.3689
H  1.8072  5.4540  0.4219
C  1.4571  -5.6065  2.2462
C  2.7243  -4.7389  2.3009
C  2.6649  -3.7167  1.1470
C  1.8751  -2.4494  1.4120
C  2.3531  -1.8098  2.7111
C  2.2194  -2.7713  3.8836
N  2.9258  -4.0149  3.5386
O  3.0096  -4.9165  4.6286
C  2.9368  -2.1772  5.0819
C  0.7478  -3.0103  4.2389
C  3.9631  -5.5950  2.0543
H  1.2376  -6.0314  3.2337
H  1.5584  -6.3972  1.5090
H  0.5583  -4.9958  2.1120
H  3.6694  -3.4151  0.8438
H  2.1920  -4.2153  0.2954
H  0.7829  -2.5039  1.4407
H  2.1069  -1.7688  0.5858
H  1.8404  -0.8854  2.9866
H  3.3974  -1.5420  2.5077
H  3.9457  -1.8452  4.8421
H  2.3663  -1.3097  5.4423
H  2.9438  -2.8105  5.9706
H  0.1779  -3.4544  3.4197
H  0.6827  -3.6915  5.0865
H  0.2258  -2.0667  4.4213
H  3.9459  -6.1589  1.1217
H  4.1969  -6.2390  2.9047
H  4.8601  -4.9633  2.0048
H  3.8702  -4.7246  5.0142
C  -0.3262  0.4272  0.7640
C  -1.1598  1.1000  -0.3202
C  -1.5948  0.0888  -1.3655
C  -2.5925  -0.9129  -0.8558
C  -3.8041  -0.1479  -0.3137
C  -3.5202  0.9900  0.6661
N  -2.3336  1.7631  0.2235
O  -1.9772  2.7029  1.2247
C  -4.6976  1.9512  0.5958
C  -3.3859  0.3947  2.0697
C  -0.2503  2.1013  -1.0063
H  -0.8088  -0.3885  1.3097
H  0.0215  1.1197  1.5366
H  0.6058  0.0075  0.3710
H  -2.0446  0.6638  -2.1925
H  -0.6889  -0.2448  -1.8862
H  -2.1075  -1.5066  -0.0703
H  -2.9153  -1.5964  -1.6408
H  -4.4063  -0.9299  0.1890
H  -4.5287  0.0207  -1.1167
H  -4.8071  2.3873  -0.3981
H  -5.6616  1.5028  0.8576
H  -4.5899  2.7723  1.3137
H  -3.0287  1.1445  2.7835
H  -4.3986  0.2076  2.4391
H  -2.7653  -0.4914  2.1462
H  0.6725  1.5628  -1.2448
H  0.0193  2.9672  -0.4055
H  -0.5892  2.4385  -1.9896
H  -2.1164  3.5679  0.8256
C  3.1790  -5.4087  -5.2575
C  2.6391  -4.7768  -3.9855
C  3.6637  -3.7617  -3.4881
C  3.1126  -2.7863  -2.4531
C  1.7112  -2.2682  -2.7821
C  0.7184  -3.3291  -3.2481
N  1.4024  -4.0602  -4.2832
O  0.5329  -4.8240  -5.0951
C  0.1581  -4.0681  -2.0273
C  -0.4526  -2.5738  -3.8852
C  2.4937  -5.8862  -2.9198
H  2.5409  -6.2124  -5.6303
H  4.0978  -5.9523  -5.0183
H  3.3499  -4.6629  -6.0295
H  4.5165  -4.3006  -3.0746
H  3.9947  -3.1414  -4.3262
H  3.7450  -1.8991  -2.3456
H  3.1428  -3.2026  -1.4382
H  1.8189  -1.5210  -3.5761
H  1.2969  -1.7317  -1.9217
H  -0.4999  -3.4283  -1.4372
H  -0.3787  -4.9906  -2.2581
H  0.9731  -4.3334  -1.3511
H  -0.1626  -2.1322  -4.8372
H  -1.2983  -3.2518  -4.0190
H  -0.8116  -1.8080  -3.1982
H  1.6060  -6.5128  -3.0305
H  2.5467  -5.5121  -1.9013
H  3.3417  -6.5681  -3.0401
H  0.1796  -5.5419  -4.5467
O  -0.8321  1.2872  -4.4566
H  -0.9830  0.4893  -3.9410
H  -0.3110  0.9907  -5.2085
O  -2.8019  3.6907  -2.2901
H  -2.4325  3.3648  -1.4576
H  -2.6698  4.6448  -2.2582
O  -3.3702  -3.0598  2.1261
H  -3.5477  -2.8298  1.2087
H  -2.7569  -3.7989  2.0765
O  1.1882  4.9879  -2.7541
H  0.6541  4.2761  -3.1213
H  1.1647  4.8397  -1.8011
O  -5.4398  3.3721  -3.4419
H  -6.0053  2.9066  -2.8191
H  -4.6980  3.6804  -2.9025
O  -4.7393  0.1749  -3.8006
H  -5.4833  -0.3634  -3.5170
H  -5.1399  0.9982  -4.1079
O  -3.9404  -3.7996  -2.4756
H  -4.6776  -3.2668  -2.1641
H  -3.9663  -3.7114  -3.4333

Values from the calculation:
spin multiplicity = 1
SMILES = CC1(C)CCCC(C)(C)N1O.CC1(C)CCCC(C)(C)N1O.CC1(C)CCCC(C)(C)N1O.CC1(C)CCCC(C)(C)N1O.O.O.O.O.O.O.O
ΔE to the lowest compared entry with this formula, charge and spin = 16.64 kJ/mol
E = -2472.15435 hartree
total charge = 0
HOMO-LUMO gap = 8.52 eV

---

> Among the records above, which one has the lowest ΔE to the lowest compared entry with this formula, charge and spin?

C11H25CrN7S3